No. 1
This record from OMol25 describes a molecular structure, C27H35N9O6P2Se2Ta. The level of theory is the ωB97M-V functional and the def2-TZVPD basis.

* E_LUMO: -8.927 eV
* net charge: +3
* largest force on an atom: 0.735 eV/A
* energy above the lowest of the compared OMol25 structures with the same formula, charge and spin: 12.56 kcal/mol
* E_tot: -205071.1519 eV
* highest occupied orbital energy: -0.5828 hartree

CARTESIAN COORDINATES (ANGSTROEM)
Ta 0.607 -0.024 0.111
Se 0.999 2.058 -1.035
Se -3.340 -0.927 6.846
P 2.889 -0.827 2.438
P 3.203 -1.269 -0.471
O 3.077 0.177 -0.841
O 3.985 -2.185 -1.477
O 1.791 -1.814 -0.217
O 3.698 -0.199 3.484
O 2.025 -2.083 2.869
O 1.919 0.069 1.626
N -0.206 0.189 -3.584
N -2.319 0.407 0.015
N -2.876 -2.037 5.542
N -2.655 0.492 6.031
N -0.386 -0.936 -1.539
N 5.177 -0.354 1.191
N -0.581 -1.459 1.335
N -0.122 -2.125 -3.539
N -0.375 1.155 1.815
C -3.466 0.389 -0.038
C -0.998 0.409 2.761
C 0.610 0.379 -4.778
C 4.669 -2.778 1.434
C -1.486 3.634 -0.657
C -1.735 -1.878 3.395
C -2.274 -1.320 4.627
C -1.746 5.800 -1.679
C 4.080 -1.406 1.128
C 0.204 -3.374 -2.854
C -0.627 -2.768 1.067
C -0.209 2.455 2.061
C -4.921 0.377 -0.120
C -1.806 -3.236 3.084
C -1.330 2.327 4.165
C -0.679 3.075 3.216
C -0.220 3.541 -1.224
C -0.587 -2.294 -4.921
C -1.492 0.956 3.941
C -0.481 5.699 -2.237
C -2.244 4.772 -0.889
C 0.293 4.570 -2.010
C -2.151 0.077 4.897
C -0.226 -0.960 -2.892
C -1.242 -3.682 1.907
C -1.154 1.260 -3.289
C -1.116 -1.014 2.493
H -5.228 0.325 -1.163
H 5.237 -0.034 2.180
H -5.321 1.285 0.329
H 1.284 4.497 -2.440
H 4.276 -1.778 -2.310
H 0.659 -4.050 -3.575
H 4.944 0.457 0.606
H -3.229 4.860 -0.451
H -2.344 6.683 -1.857
H 0.909 -3.195 -2.050
H -1.194 -1.445 -5.221
H 5.434 -3.048 0.704
H -0.671 2.225 -3.432
H 0.004 0.469 -5.681
H -1.206 -3.190 -4.960
H -0.804 -1.816 -1.252
H -1.880 2.833 -0.053
H 6.083 -0.728 0.901
H -0.136 -3.102 0.165
H -1.707 2.764 5.081
H -2.006 1.197 -3.971
H 2.342 -2.499 3.690
H -0.516 4.135 3.347
H -0.090 6.502 -2.848
H -0.699 -3.859 -2.470
H -2.291 -3.913 3.777
H -1.262 -4.727 1.632
H 0.321 3.034 1.325
H 1.307 -0.446 -4.896
H 0.247 -2.415 -5.611
H 1.181 1.301 -4.654
H -1.505 1.183 -2.264
H 3.886 -3.534 1.385
H 5.108 -2.800 2.433
H -5.311 -0.489 0.414

Results of the Löwdin charge analysis, in e, for atoms 1 through 4: number 1, Ta, carries 1.6306; number 2, Se, carries 0.9137; number 3, Se, carries 1.2634; number 4, P, carries 0.3944


No. 2
This record from OMol25 describes a molecular structure, C27H35O15PbS3 at a distorted geometry. The level of theory is the ωB97M-V functional and the def2-TZVPD basis.

* E_LUMO: 5.060 eV
* net charge: -3
* largest force on an atom: 3.061 eV/A
* energy above the lowest of the compared OMol25 structures with the same formula, charge and spin: 0.83 kcal/mol
* E_tot: -97029.7820 eV
* highest occupied orbital energy: 0.0186 hartree

CARTESIAN COORDINATES (ANGSTROEM)
Pb 0.411 1.266 -0.286
S -2.578 1.231 -2.830
S 3.253 -1.378 -0.030
S -2.289 -1.139 1.757
O 0.749 0.427 2.176
O 2.197 2.516 1.185
O -1.507 -0.443 0.786
O 4.503 -1.657 -0.688
O 3.502 -0.096 -6.333
O -0.273 3.731 0.088
O 1.578 1.592 -2.436
O 0.385 -0.699 -1.963
O 1.628 1.817 6.518
O -1.743 1.566 -1.715
O 3.547 3.593 5.518
O -3.729 -1.121 1.577
O 2.242 -2.518 -5.856
O -3.668 2.076 -3.259
O 2.611 -0.109 -0.164
C -2.316 -0.589 -4.776
C 2.096 -2.731 -0.335
C -3.235 -0.372 -2.543
C 1.976 -3.504 0.982
C -2.289 3.177 1.369
C 3.411 -1.729 1.716
C -2.410 4.633 -0.717
C 2.796 2.974 4.742
C -1.444 -3.117 3.305
C -1.808 -0.662 3.427
C 1.791 0.718 -3.315
C 2.067 2.451 2.423
C 1.311 -1.696 -3.903
C -3.553 -0.950 -3.917
C 2.733 3.259 3.365
C -1.758 -2.882 1.839
C 1.187 1.291 2.993
C 2.820 -0.252 -5.322
C 1.751 2.006 5.310
C 2.146 -1.593 -5.041
C 1.047 -0.649 -3.026
C 1.034 1.203 4.372
C 3.205 -3.236 1.847
C 2.613 0.831 -4.422
C -1.511 4.130 0.421
C -1.665 0.708 -4.294
C -0.928 -1.795 3.919
H 2.627 -1.205 2.272
H -1.454 5.050 1.077
H -0.751 -3.926 3.534
H 1.145 -2.306 -0.657
H 0.678 -2.578 -3.811
H 1.152 -3.064 1.554
H -2.765 -0.583 3.945
H 2.522 -3.316 -1.148
H 1.708 -4.540 0.769
H -3.481 4.728 -0.471
H -2.200 5.700 -0.887
H -1.783 2.500 2.059
H -2.649 -3.422 1.529
H -1.889 1.528 -4.980
H 4.347 -1.329 2.104
H 4.126 -3.755 1.558
H -3.808 -2.006 -3.849
H -2.289 4.120 -1.670
H 3.449 3.976 2.978
H -1.008 -2.881 1.048
H -4.471 -0.414 -4.190
H -2.772 2.444 0.680
H -0.883 -1.841 5.004
H 3.094 -3.479 2.906
H 3.089 1.782 -4.619
H -2.593 -0.591 -5.829
H -3.201 3.589 1.823
H -2.392 -3.358 3.801
H -0.585 0.650 -4.185
H -3.916 -0.451 -1.692
H -2.417 -0.950 -2.082
H -1.309 0.301 3.317
H -1.641 -1.433 -4.617
H 0.375 0.458 4.809
H 0.057 -1.680 3.457

Results of the Löwdin charge analysis, in e, for atoms 1 through 4: number 1, Pb, carries 1.6458; number 2, S, carries 0.6722; number 3, S, carries 0.6816; number 4, S, carries 0.6658


No. 3
This record from OMol25 describes a molecular structure, C27H36AlIO2P2Si at a distorted geometry. The level of theory is the ωB97M-V functional and the def2-TZVPD basis.

* E_LUMO: -8.522 eV
* net charge: +2
* largest force on an atom: 4.291 eV/A
* energy above the lowest of the compared OMol25 structures with the same formula, charge and spin: 0.00 kcal/mol
* E_tot: -73816.8588 eV
* highest occupied orbital energy: -0.4868 hartree

CARTESIAN COORDINATES (ANGSTROEM)
I -0.728 3.133 1.857
P 1.979 2.398 -0.544
P -2.412 1.393 -0.944
Si -0.200 -1.525 0.802
Al -0.372 2.625 -0.531
O 1.193 3.823 -3.700
O -0.184 1.308 -3.301
C -0.713 4.848 -2.627
C 2.717 1.278 -1.772
C 2.018 -1.583 2.645
C 2.728 -1.091 3.746
C -3.609 2.496 -1.776
C 0.882 -2.255 -0.523
C 0.776 -1.025 2.296
C -2.752 -2.824 0.715
C 2.270 -2.003 -0.574
C 0.159 3.708 -3.042
C -0.228 2.292 -2.594
C -2.145 -4.606 2.785
C 0.207 -0.061 3.155
C 2.795 4.005 -0.849
C -1.197 -3.661 2.384
C 1.118 -3.724 -2.456
C 2.682 1.873 1.050
C -3.325 0.876 0.550
C 0.311 -3.114 -1.491
C 2.198 -0.057 4.523
C -3.397 -4.661 2.161
C -3.697 -3.767 1.126
C 0.940 0.467 4.217
C 2.498 -3.498 -2.473
C 3.070 -2.638 -1.532
C -2.440 -0.109 -1.975
C -1.491 -2.759 1.341
H 3.778 1.906 0.973
H -0.765 -3.312 -1.472
H 2.398 4.753 -0.151
H -2.789 0.071 1.067
H 3.872 3.880 -0.676
H -0.812 0.288 2.974
H -3.429 -0.581 -1.899
H 0.518 1.291 4.795
H 2.763 0.329 5.374
H 3.127 -3.987 -3.220
H 0.662 -4.384 -3.195
H -2.988 -2.127 -0.095
H -4.136 -5.394 2.482
H -2.229 0.155 -3.017
H -3.796 3.379 -1.151
H 3.790 1.188 -1.551
H 2.620 4.343 -1.878
H -4.670 -3.801 0.634
H 2.250 0.286 -1.713
H -0.330 5.324 -1.701
H 2.343 2.551 1.842
H 3.698 -1.522 3.992
H -1.905 -5.300 3.590
H -4.319 0.519 0.245
H 2.355 0.859 1.307
H 4.145 -2.452 -1.538
H -4.550 1.946 -1.917
H 2.729 -1.327 0.152
H -3.231 2.819 -2.754
H -0.677 5.606 -3.423
H -3.425 1.730 1.230
H -1.762 4.545 -2.475
H 2.567 1.690 -2.778
H -0.224 -3.618 2.880
H 2.437 -2.403 2.057
H -1.667 -0.812 -1.638

Results of the Löwdin charge analysis, in e, for atoms 1 through 4: number 1, I, carries 0.6670; number 2, P, carries 0.7661; number 3, P, carries 0.7468; number 4, Si, carries 1.0409